DFT (the ωB97M-V functional and the def2-TZVPD basis) results for a structure of composition C31H37CoN7O2SSbSe.

Its spin multiplicity is 5. Its HOMO energy (spin up / spin down) is -11.49 / -12.19 eV. The net charge is +2. As for the frontier orbital gap (spin up / spin down): 5.5190 / 4.2345 eV. As for the relative energy (zero: lowest compared OMol25 entry of this formula, charge and spin): 3.136 eV.

Each line ends with the Mulliken spin population.
CARTESIAN COORDINATES (ANGSTROEM)
Co: 0.46 1.77 0.07  1.08
O: -2.30 2.73 -3.84  0.02
C: -2.82 3.75 -3.09  0.03
C: -3.57 4.75 -3.71  -0.02
C: -4.19 5.72 -2.96  0.03
C: -4.09 5.70 -1.57  -0.01
C: -3.34 4.72 -0.96  0.06
C: -2.67 3.73 -1.70  0.06
C: -1.77 2.83 -0.96  0.01
O: -0.67 2.36 -1.43  0.17
N: -2.10 2.64 0.35  0.26
N: -1.10 2.09 0.96  0.34
C: -1.07 1.95 2.36  0.41
C: 0.21 1.83 2.85  0.06
C: 0.56 1.84 4.22  0.15
C: 1.88 1.93 4.59  -0.01
C: 2.86 1.98 3.60  0.19
C: 2.47 1.90 2.26  0.00
N: 1.21 1.80 1.87  0.16
H: -2.44 2.94 -4.78  0.00
H: -3.67 4.74 -4.79  0.00
H: -4.76 6.49 -3.45  0.00
H: -4.58 6.46 -0.98  0.00
H: -3.24 4.71 0.11  0.00
H: -1.98 2.01 2.95  0.00
H: -0.23 1.81 4.96  0.00
H: 2.16 1.95 5.63  0.00
H: 3.90 2.07 3.84  0.01
H: 3.22 1.90 1.48  0.02
C: 4.38 -2.66 4.85  0.00
C: 3.29 -3.36 4.04  0.00
Sb: 2.09 -1.98 2.91  0.00
C: 3.69 -1.45 1.54  0.00
C: 4.32 -2.50 0.64  0.00
C: 0.93 -3.52 1.93  0.00
C: 1.58 -4.47 0.94  0.00
H: 4.99 -3.38 5.39  0.00
H: 3.95 -1.98 5.58  0.00
H: 5.05 -2.08 4.21  0.00
H: 2.60 -3.89 4.70  0.00
H: 3.71 -4.09 3.36  0.00
H: 4.44 -1.04 2.22  0.00
H: 3.31 -0.61 0.96  0.00
H: 4.60 -3.40 1.20  0.00
H: 5.23 -2.13 0.17  0.00
H: 3.64 -2.82 -0.14  0.00
H: 0.07 -3.02 1.48  0.00
H: 0.54 -4.08 2.79  0.00
H: 1.83 -3.96 0.01  0.00
H: 0.91 -5.30 0.68  0.00
H: 2.49 -4.91 1.33  0.00
S: 0.64 -0.84 -0.38  0.07
C: 1.86 -0.09 -1.18  -0.01
N: 2.73 -0.71 -2.03  0.00
C: 3.68 -0.07 -2.76  0.00
C: 3.81 1.28 -2.65  0.00
C: 2.95 1.91 -1.74  0.01
N: 2.05 1.27 -1.03  -0.08
H: 2.63 -1.72 -2.11  0.00
H: 4.30 -0.68 -3.40  0.00
H: 4.54 1.83 -3.22  0.00
H: 3.01 2.98 -1.57  0.00
C: -1.51 -2.88 -2.81  0.00
N: -2.35 -1.72 -2.54  0.02
C: -2.14 -0.45 -2.90  -0.06
Se: -0.66 0.25 -3.81  0.95
N: -3.19 0.29 -2.52  0.03
C: -4.10 -0.51 -1.84  0.02
C: -5.31 -0.22 -1.24  -0.01
C: -5.98 -1.29 -0.67  0.01
C: -5.45 -2.59 -0.70  0.01
C: -4.25 -2.87 -1.31  0.00
C: -3.58 -1.80 -1.87  0.02
H: -0.71 -2.59 -3.49  0.01
H: -2.11 -3.66 -3.27  0.00
H: -1.07 -3.23 -1.88  0.00
H: -3.26 1.28 -2.72  -0.01
H: -5.72 0.78 -1.22  0.00
H: -6.93 -1.12 -0.19  0.00
H: -6.01 -3.39 -0.25  0.00
H: -3.85 -3.88 -1.33  0.00

DFT (the ωB97M-V functional and the def2-TZVPD basis) results for a cluster of 2 separate species, C8H12OSi in total at a distorted geometry.

Its spin multiplicity is 1. Its HOMO energy is -7.52 eV. As for the frontier orbital gap: 7.8259 eV. As for the relative energy (zero: lowest compared OMol25 entry of this formula, charge and spin): 2.298 eV.

Each line ends with the natural charge from an NBO analysis.
CARTESIAN COORDINATES (ANGSTROEM)
C: 1.63 0.61 -2.35  -0.37
C: 0.86 -0.49 -2.71  -0.17
C: 2.54 0.63 -1.38  0.22
C: 0.88 -1.67 -2.07  -0.74
C: -0.11 -1.09 1.54  -0.38
C: -0.80 0.02 1.43  -0.10
C: -1.59 0.60 2.57  -0.63
C: -0.59 0.89 0.19  -0.63
O: 2.89 -0.45 -0.73  -0.83
Si: 1.83 -1.64 -0.51  1.50
H: 1.39 1.58 -2.68  0.22
H: 0.14 -0.29 -3.51  0.21
H: 3.06 1.53 -1.05  0.19
H: 0.57 -2.70 -2.43  0.25
H: -0.24 -1.95 2.23  0.19
H: -0.86 1.03 3.15  0.22
H: -2.33 1.22 2.17  0.21
H: -2.16 -0.25 3.15  0.21
H: 0.19 1.54 0.22  0.21
H: -1.48 1.55 0.10  0.20
H: -0.53 0.21 -0.65  0.23
H: 2.72 -2.66 -0.08  -0.21

DFT (the ωB97M-V functional and the def2-TZVPD basis) results for the molecule C21H20N4O4S at a distorted geometry.

Its spin multiplicity is 1. Its HOMO energy is -8.07 eV. As for the SMILES: CCc1ccc(N(CC(=O)NCc2ccc3c(c2)OCO3)C(=O)c2csnn2)cc1. As for the frontier orbital gap: 8.0615 eV. As for the relative energy (zero: lowest compared OMol25 entry of this formula, charge and spin): 2.930 eV.

Each line ends with the natural charge from an NBO analysis.
CARTESIAN COORDINATES (ANGSTROEM)
C: 5.72 -2.24 -3.53  -0.59
C: 4.73 -1.14 -3.90  -0.42
C: 3.82 -0.84 -2.74  0.01
C: 2.65 -1.56 -2.57  -0.21
C: 1.83 -1.33 -1.47  -0.23
C: 2.20 -0.38 -0.53  0.23
N: 1.36 -0.14 0.59  -0.44
C: 0.71 1.15 0.69  -0.30
C: -0.59 1.20 -0.13  0.66
O: -0.71 1.88 -1.12  -0.63
N: -1.54 0.39 0.37  -0.62
C: -2.87 0.31 -0.20  -0.24
C: -3.88 0.98 0.69  -0.04
C: -4.85 0.24 1.35  -0.21
C: -5.78 0.83 2.20  -0.26
C: -5.69 2.19 2.38  0.22
C: -4.71 2.94 1.73  0.31
C: -3.80 2.36 0.88  -0.28
O: -4.84 4.26 2.08  -0.49
C: -5.93 4.31 2.97  0.24
O: -6.46 3.01 3.15  -0.48
C: 0.99 -1.12 1.44  0.67
O: 0.06 -1.00 2.24  -0.64
C: 1.80 -2.36 1.40  -0.04
C: 1.37 -3.60 1.83  -0.39
S: 2.65 -4.70 1.67  0.62
N: 3.65 -3.50 1.09  -0.33
N: 3.09 -2.39 1.01  -0.16
C: 3.37 0.35 -0.70  -0.21
C: 4.17 0.12 -1.80  -0.21
H: 6.33 -1.93 -2.68  0.21
H: 6.38 -2.46 -4.36  0.21
H: 5.19 -3.15 -3.25  0.21
H: 5.28 -0.24 -4.18  0.21
H: 4.14 -1.46 -4.76  0.21
H: 2.36 -2.30 -3.30  0.21
H: 0.91 -1.88 -1.35  0.22
H: 0.49 1.35 1.74  0.24
H: 1.39 1.91 0.30  0.23
H: -1.36 -0.10 1.24  0.43
H: -2.82 0.83 -1.17  0.24
H: -3.13 -0.74 -0.36  0.20
H: -4.90 -0.83 1.19  0.21
H: -6.54 0.25 2.70  0.23
H: -3.04 2.94 0.38  0.24
H: -6.71 4.97 2.55  0.16
H: -5.60 4.72 3.94  0.16
H: 0.40 -3.86 2.20  0.26
H: 3.65 1.09 0.04  0.22
H: 5.08 0.68 -1.93  0.21

DFT (the ωB97M-V functional and the def2-TZVPD basis) results for a structure of composition C19H46O15P3Tl at a distorted geometry.

Its spin multiplicity is 1. Its HOMO energy is -13.70 eV. The net charge is +2. As for the frontier orbital gap: 1.3830 eV. As for the relative energy (zero: lowest compared OMol25 entry of this formula, charge and spin): 4.199 eV.

Each line ends with the Mulliken charge.
CARTESIAN COORDINATES (ANGSTROEM)
Tl: -2.76 2.81 2.31  1.00
O: 3.65 0.53 4.81  -0.35
C: 2.51 1.13 4.54  0.85
O: 1.52 0.88 5.28  -0.29
O: 2.26 1.86 3.62  -0.26
H: 3.45 0.02 5.60  0.34
C: 3.65 -3.83 -1.98  -1.01
C: 2.71 -2.67 -1.52  -0.32
O: 1.70 -2.55 -2.55  -0.20
P: 0.12 -2.40 -2.29  0.78
O: -0.25 -1.55 -1.09  -0.62
O: -0.43 -1.88 -3.70  -0.20
C: -0.12 -0.65 -4.18  -0.25
C: -0.47 -0.60 -5.68  -1.18
O: -0.43 -3.92 -2.17  -0.15
C: -1.81 -4.34 -2.19  -0.16
C: -1.94 -5.78 -1.96  -1.23
H: 4.42 -4.05 -1.25  0.38
H: 3.07 -4.75 -1.95  0.27
H: 3.97 -3.59 -2.99  0.28
H: 2.24 -2.72 -0.53  0.34
H: 3.26 -1.73 -1.42  0.29
H: -0.62 0.12 -3.60  0.32
H: 0.94 -0.42 -4.06  0.29
H: -1.55 -0.47 -5.75  0.31
H: -0.04 0.38 -5.88  0.37
H: -0.10 -1.40 -6.33  0.33
H: -2.29 -3.67 -1.48  0.36
H: -2.24 -4.07 -3.15  0.29
H: -2.97 -6.00 -1.66  0.35
H: -1.76 -6.29 -2.90  0.35
H: -1.21 -6.25 -1.31  0.32
C: 1.41 11.00 -4.00  -1.14
C: 2.10 10.04 -2.97  -0.07
O: 1.16 9.25 -2.23  -0.32
P: 0.60 7.69 -2.56  1.00
O: 0.05 6.89 -1.45  -0.69
O: 1.99 7.03 -3.12  -0.33
C: 2.94 6.52 -2.22  -0.29
C: 2.99 4.95 -2.33  -1.17
O: -0.30 7.76 -3.88  -0.27
C: -1.59 8.36 -3.68  -0.19
C: -2.23 8.72 -5.03  -1.24
H: 0.38 11.30 -3.77  0.27
H: 1.97 11.94 -3.94  0.39
H: 1.45 10.66 -5.03  0.32
H: 2.90 9.50 -3.47  0.20
H: 2.51 10.62 -2.15  0.33
H: 3.89 7.02 -2.42  0.37
H: 2.72 6.77 -1.19  0.36
H: 2.09 4.37 -2.09  0.28
H: 3.04 4.70 -3.39  0.32
H: 3.85 4.62 -1.74  0.36
H: -2.29 7.60 -3.32  0.25
H: -1.68 9.21 -3.01  0.37
H: -2.83 7.88 -5.38  0.35
H: -2.94 9.54 -4.95  0.34
H: -1.58 8.92 -5.88  0.33
C: 0.44 -6.98 3.38  -1.17
C: 0.48 -5.91 4.48  -0.03
O: -0.18 -4.69 4.07  -0.26
P: -1.77 -4.49 4.50  0.80
O: -2.37 -3.15 4.28  -0.69
O: -2.50 -5.78 3.92  -0.15
C: -3.81 -6.20 4.42  -0.32
C: -4.86 -5.52 3.52  -0.98
O: -1.73 -4.92 6.08  -0.22
C: -0.97 -4.30 7.15  -0.32
C: -0.61 -5.47 8.09  -1.04
H: 0.38 -6.55 2.38  0.26
H: 1.32 -7.63 3.45  0.40
H: -0.49 -7.53 3.49  0.26
H: 0.30 -6.36 5.45  0.14
H: 1.56 -5.79 4.54  0.41
H: -3.89 -7.29 4.43  0.37
H: -3.85 -6.03 5.50  0.28
H: -4.83 -5.92 2.50  0.28
H: -5.82 -5.62 4.03  0.37
H: -4.65 -4.45 3.51  0.26
H: -0.05 -3.88 6.74  0.27
H: -1.49 -3.50 7.69  0.42
H: -0.54 -4.94 9.04  0.37
H: -1.43 -6.19 8.13  0.26
H: 0.32 -5.93 7.79  0.31